1.
This record from the Open Molecules 2025 dataset describes a structure of composition C52H45Br4N4O6Sb2V. The level of theory is ωB97M-V/def2-TZVPD.

- Kohn-Sham gap (spin up / spin down) (eV) = 6.5 / 6.2
- 2S+1 = 4
- net charge = -1
- relative energy (zero: lowest compared OMol25 entry of this formula, charge and spin) (eV) = 2.501

Geometry (Å):
Sb -0.74738 -0.03111 -0.54044
Sb 1.55120 2.31545 -1.37592
Br 5.60953 1.31115 5.56406
Br 4.76784 -3.87090 3.29631
Br 6.21658 -1.92221 5.59259
Br 3.51263 2.55971 3.32596
V 1.80534 -1.05705 0.41433
O 2.31331 0.25132 1.56829
O 0.20614 1.32445 4.04209
O -2.76047 -4.13281 4.11513
O -1.83786 -1.85248 0.08549
O 0.99503 -1.72721 3.59386
O 2.93650 -2.19867 1.52199
N -0.39182 -1.77722 1.78431
N -0.26377 1.08719 2.89151
N -0.90533 -2.89527 3.81737
N 1.74560 -2.54907 -0.81863
C 1.43718 4.06307 -2.66738
C 1.34454 0.91593 -3.10467
C 3.52115 -1.50283 2.45430
C -0.02024 -2.10369 3.07411
C -1.25224 4.87977 1.85372
C -1.59932 1.22753 2.55928
C 0.85135 -3.53735 -0.70355
C -1.25009 3.74072 -0.26797
C 3.20180 -0.11524 2.48419
C -3.79919 1.94206 3.24851
C 1.39083 6.38807 -4.23090
C 3.84333 0.70557 3.39332
C 0.71964 5.24947 -4.65143
C 0.74514 4.09804 -3.87438
C 2.73410 -3.75729 -2.63219
C 2.07863 6.37098 -3.02489
C 4.82213 -1.52908 -2.53370
C 4.40045 0.35561 -0.53894
C -2.48175 0.53678 -1.78290
C 5.01995 -1.18943 4.33064
C -1.90682 4.49582 0.69509
C 5.52000 0.43510 -1.35578
C -4.49550 -0.23353 -2.89423
C -3.83212 -3.13657 1.67579
C 2.71795 -2.67930 -1.75376
C -3.39288 1.19559 1.00177
C -4.51164 0.89889 -3.69835
C 0.07365 3.35907 -0.08790
C 5.72771 -0.49962 -2.36492
C 3.70079 -1.60386 -1.70708
C -2.51181 1.66174 -2.60131
C -1.49132 -2.24636 1.24612
C -4.26309 1.70232 1.96212
C 4.41599 -2.01792 3.38559
C 2.09742 5.21828 -2.25356
C 0.11318 0.14650 -3.57825
C -1.84490 -4.65730 1.17792
C -2.05308 0.92834 1.25646
C 1.75999 -4.73249 -2.54633
C -2.58949 -5.93375 1.56477
C 0.07641 4.52570 2.03465
C -2.04686 -3.49318 3.37011
C -4.37271 -1.93119 2.43558
C 3.44790 -0.64854 -0.70683
C 4.74654 0.17601 4.32625
C 0.72854 3.77306 1.07006
C -2.47396 1.70631 3.54919
C -2.32783 -3.35013 1.88340
C -3.49532 -0.40794 -1.95088
C -3.52086 1.85206 -3.53885
C 0.80795 -4.62919 -1.53982
C -0.29875 -0.99024 -2.63765
H -3.49915 -1.29691 -1.33277
H 0.60712 4.81640 2.93310
H -4.01580 -3.01822 0.60591
H 0.39883 0.81267 2.16685
H -4.34683 -4.03218 2.02056
H 4.99576 -2.27444 -3.30206
H -2.03693 -6.79707 1.19183
H 6.59575 -0.42713 -3.00806
H -0.67042 -3.00620 4.79313
H 2.63465 5.20922 -1.31002
H 1.74973 -5.56670 -3.23491
H -3.78781 1.00468 0.01102
H -5.26264 -0.98968 -3.01201
H 0.17698 5.25800 -5.58978
H -0.71982 0.82268 -3.74232
H -1.77780 5.44631 2.61232
H 1.37871 7.28386 -4.83954
H -1.79381 3.47963 -1.15946
H 2.11951 0.19629 -2.83504
H 0.03970 -5.37867 -1.41102
H 0.13638 -3.43611 0.09308
H -2.68264 -6.02507 2.64475
H -3.58737 -5.95638 1.12881
H -5.30161 1.88547 1.70962
H -3.89068 -1.01467 2.10748
H 2.60456 7.25675 -2.68869
H -1.21904 -1.45735 -2.99553
H -0.78074 -4.78637 1.40189
H -4.21382 -2.04246 3.50880
H 1.73854 1.53663 -3.91252
H 3.50761 -3.82076 -3.38345
H 4.27725 1.09788 0.24104
H -3.51756 2.74388 -4.15462
H -1.94213 -4.49180 0.10146
H -5.44543 -1.83378 2.26494
H 1.76447 3.49734 1.22791
H -5.28205 1.02983 -4.44805
H -1.72984 2.40758 -2.53522
H 0.34762 -0.27632 -4.56617
H -2.94481 4.76279 0.53842
H 0.21725 3.21501 -4.22197
H 0.48545 -1.74571 -2.64284
H -4.46756 2.31957 4.01323
H 6.23929 1.23133 -1.20391
H -2.06431 1.90257 4.53103

Atomic partial charges in e from the Mulliken method, atoms 1 to 6:
1. Sb 0.087
2. Sb 0.206
3. Br -0.211
4. Br -0.186
5. Br -0.215
6. Br -0.110


2.
This record from the Open Molecules 2025 dataset describes a structure of composition C52H45ClIrN6O2P. The level of theory is ωB97M-V/def2-TZVPD.

- Kohn-Sham gap (spin up / spin down) (eV) = 8.4 / 4.7
- 2S+1 = 6
- net charge = +3
- relative energy (zero: lowest compared OMol25 entry of this formula, charge and spin) (eV) = 0.000

Geometry (Å):
Ir -0.48022 0.38346 0.42866
Cl 2.24877 0.34917 -0.10929
P 0.40453 2.87780 0.00172
O 0.10697 -2.28485 2.63354
O 1.52938 -2.26351 -1.70094
N -2.51230 1.72631 0.94955
N 0.59810 -1.92190 0.39809
N -0.69282 0.28267 2.68011
N 1.23319 -3.84891 1.38591
N -0.73734 -0.39170 -1.76470
N -2.52463 -0.88914 0.26102
C -0.02699 0.04326 -2.80735
C 2.83789 4.25123 0.45270
C 3.98485 -4.27668 0.84510
C 0.89648 3.51535 -4.01045
C -0.54391 0.45627 5.42912
C 4.38058 1.93758 0.33367
C 0.02568 -4.91270 -1.85408
C -2.28376 -1.94314 -0.73011
C -2.79159 -1.52401 1.57070
C 1.23544 -2.58065 -0.57248
C 2.20822 3.02239 0.24637
C -1.74792 -0.08269 3.41727
C -0.20659 -0.44208 -4.08842
C -0.18200 4.43974 0.72414
C 4.98357 3.16762 0.54929
C -0.25820 5.88498 2.65296
C -1.15232 -1.43195 -4.29488
C 1.17224 3.35679 -2.65922
C 4.21353 4.31944 0.60528
C -3.62660 1.33134 0.33513
C 0.08322 4.67515 2.07841
C -3.00724 -0.60545 2.77179
C 0.72855 -5.11731 -0.67512
C -1.85620 -1.91874 -3.20375
C -1.61455 -1.38388 -1.95026
C 1.60768 -4.06131 0.01541
C 0.60575 -2.65414 1.59274
C -0.86987 6.87042 1.88345
C -0.80870 5.41986 -0.03920
C -3.62534 -0.05109 -0.24136
C -0.06647 -7.39399 -0.61939
C -1.14346 6.63458 0.54497
C 3.00802 1.88451 0.18665
C -2.52794 2.86668 1.64192
C -0.40323 3.39151 -4.48099
C 0.54615 0.81749 4.64927
C 3.04017 -4.32358 -0.21417
C 0.13357 3.06868 -1.77764
C -4.73441 3.36910 0.90896
C 3.47626 -4.65613 -1.53020
C -4.75239 2.13841 0.27212
C -0.73247 -5.93970 -2.40361
C -1.69148 0.00422 4.80479
C -1.17379 2.93145 -2.25443
C 5.71236 -4.92022 -0.70249
C -0.78396 -7.18133 -1.78743
C 5.29357 -4.58942 0.60524
C 0.42769 0.71087 3.28190
C -3.61269 3.72206 1.64625
C 0.68694 -6.37424 -0.06403
C -1.44066 3.10313 -3.60105
C 4.78898 -4.95417 -1.76360
H -5.59558 4.02230 0.86611
H -4.58511 -0.53567 -0.03143
H -1.65347 3.07908 2.23589
H 4.68478 5.27889 0.77029
H 1.24655 -6.56157 0.84577
H -3.66987 0.22623 2.53382
H -0.49309 0.51237 6.50835
H -1.37417 -7.97808 -2.21888
H -2.58371 -2.71254 -3.31416
H 6.75605 -5.13567 -0.89356
H -0.04231 6.06723 3.69748
H 2.25610 5.16077 0.47625
H 1.26258 0.96830 2.63844
H -1.12786 7.82209 2.32840
H 1.47127 1.15776 5.09197
H 6.05762 3.22099 0.66393
H 2.18509 3.46578 -2.29363
H 0.71517 0.80416 -2.61432
H -2.55237 -0.29187 5.38873
H -1.93702 -2.16062 1.79887
H -3.22024 -2.43699 -1.00767
H 1.69983 3.74837 -4.69704
H 0.07398 -3.96129 -2.36529
H -0.61106 3.52758 -5.53405
H 0.57575 3.91308 2.67508
H 0.38422 -0.04653 -4.90181
H -3.57640 4.63961 2.21689
H 3.66811 -4.01659 1.84492
H 2.75757 -4.67770 -2.33835
H 1.30698 -4.53947 2.11405
H -0.08207 -8.36503 -0.14183
H -1.27748 -5.77174 -3.32365
H -1.97656 2.70430 -1.55855
H -3.52965 -1.19849 3.52114
H -2.45439 3.01310 -3.96940
H -3.67534 -2.16457 1.46897
H -3.53266 0.03104 -1.32702
H 5.11958 -5.21649 -2.75911
H 6.00881 -4.58788 1.41678
H -1.61118 7.40122 -0.05870
H -1.01812 5.25343 -1.08648
H -5.63900 1.79703 -0.24723
H -1.62909 -2.69771 -0.29402
H 4.97168 1.03334 0.27530
H -1.34020 -1.82638 -5.28482

Atomic partial charges in e from the Mulliken method, atoms 1 to 6:
1. Ir 5.638
2. Cl 0.057
3. P 1.539
4. O -0.637
5. O -0.513
6. N 1.319


3.
This record from the Open Molecules 2025 dataset describes a structure of composition C52H45N2OP3S2W. The level of theory is ωB97M-V/def2-TZVPD.

- Kohn-Sham gap (eV) = 6.6
- net charge = +2
- relative energy (zero: lowest compared OMol25 entry of this formula, charge and spin) (eV) = 2.351

Geometry (Å):
W 0.44305 0.39246 -0.30424
S 1.54936 2.02210 1.16203
S 2.53906 -1.02353 -0.10114
P 1.48570 -1.57034 1.55082
P 0.21570 0.99366 2.37516
P 0.43395 -0.34047 -2.78992
O 0.18574 -3.80398 -1.21561
N 0.73748 -2.85870 -2.03860
N -0.97494 1.40558 -0.56151
C -3.53910 0.19805 -1.14761
C 0.28186 1.39552 -3.24634
C -2.05130 2.25625 -0.80582
C 2.27619 -2.23986 -3.74637
C 1.97583 -1.87527 4.24119
C -1.89137 3.65527 -0.71319
C 3.86439 -1.85825 -5.53019
C 1.81249 -0.92527 -3.85544
C -0.65518 4.31871 -0.17402
C -3.80686 3.10590 2.90202
C -1.33327 -1.32221 -4.66329
C -0.66880 3.30064 -4.34711
C 2.50555 -1.45497 3.01625
C -1.37978 1.81399 2.51827
C 4.08676 -1.38863 5.28506
C 0.95918 -3.27475 1.47420
C 1.63565 1.38804 6.67984
C 0.38738 0.84668 6.38524
C -2.42733 -2.06171 -5.08501
C -4.15863 3.89787 -1.52381
C 3.81885 -1.00644 2.92825
C -2.90580 -2.66226 -2.80038
C 3.28931 -2.68938 -4.57550
C -2.55732 1.22512 2.07378
C 4.61363 -0.98250 4.06889
C 3.39758 -0.56505 -5.66192
C 1.35874 3.55692 -3.06990
C 0.02044 -0.54659 1.50910
C 1.30695 2.20778 -2.74938
C -1.42162 3.04333 3.17924
C -2.96021 4.45112 -1.09042
C -0.75998 -4.95149 1.46300
C 0.86649 1.08740 4.04363
C 1.69191 -3.21746 -2.80136
C 0.21369 -5.93735 1.45986
C -0.38992 -3.61202 1.46699
C -1.81584 -1.91984 -2.38038
C -3.21542 -2.72650 -4.15363
C 1.94039 -4.26608 1.48111
C -4.31761 2.52405 -1.54324
C -3.28054 1.67964 -1.17079
C 1.56445 -5.59641 1.46629
C 2.76861 -1.83152 5.37465
C -1.03884 -1.23277 -3.30411
C 2.38224 -0.10222 -4.82819
C -0.00291 0.69528 5.06695
C 0.36714 4.10058 -3.87521
C 2.49809 1.76597 5.66103
C 2.11821 1.61401 4.33286
C -2.63142 3.69201 3.35972
C -0.71234 1.94588 -4.04173
C -3.76994 1.87354 2.26726
H -5.26490 2.08662 -1.83768
H -2.70976 -0.36824 -0.73081
H -4.75477 3.60658 3.05549
H 4.66145 -2.22463 -6.16453
H 4.22135 -0.68628 1.97574
H 2.17115 4.17554 -2.70937
H -3.50920 -3.19786 -2.07820
H 2.32088 -6.37114 1.47310
H -0.67297 5.38386 -0.40207
H 2.36733 -2.15299 6.32738
H -1.14396 -2.83532 1.46956
H -4.68904 1.41316 1.92733
H -4.06482 -3.31026 -4.48605
H 0.40301 5.15031 -4.13950
H -1.44612 3.73399 -4.96410
H 3.81688 0.09757 -6.40780
H 2.07688 -4.24288 -2.80359
H 5.64103 -0.64773 4.00454
H -2.52640 0.25401 1.59890
H 0.61848 -4.66186 -1.37730
H -1.55104 -1.92251 -1.33117
H 4.70694 -1.36850 6.17258
H -0.61215 4.20729 0.91029
H -0.70695 -0.82310 -5.39495
H -4.42455 -0.00702 -0.54077
H 2.79287 1.90681 3.53820
H -2.66095 4.64633 3.86909
H 2.12356 1.77357 -2.17576
H 0.25911 3.89879 -0.58020
H -1.80782 -5.22368 1.46933
H -4.97410 4.54341 -1.82561
H -1.51707 1.32823 -4.42088
H -0.98200 0.29144 4.83602
H -0.28380 0.55572 7.18306
H -2.85030 5.52781 -1.03398
H -3.73931 -0.18487 -2.14920
H -0.07687 -6.98062 1.46531
H -0.50858 3.49740 3.55035
H 0.95780 -2.24335 4.30584
H 1.93338 1.52010 7.71243
H 3.46832 2.18440 5.89614
H 3.62830 -3.71403 -4.47733
H -2.65446 -2.13243 -6.14092
H 2.99196 -4.00119 1.50397
H 2.04548 0.90802 -4.97025

Atomic partial charges in e from the Mulliken method, atoms 1 to 6:
1. W 0.067
2. S -0.626
3. S -0.667
4. P 2.207
5. P 1.438
6. P 1.500


4.
This record from the Open Molecules 2025 dataset describes a structure of composition C52H46BrCsI2N5OPSe. The level of theory is ωB97M-V/def2-TZVPD.

- Kohn-Sham gap (eV) = 5.3
- net charge = -2
- relative energy (zero: lowest compared OMol25 entry of this formula, charge and spin) (eV) = 1.231

Geometry (Å):
Cs -0.38307 -0.00194 0.23127
I 5.28011 -4.57386 -5.25062
I -0.61232 -3.63358 -4.58132
Br -2.56791 2.83247 0.89888
Se -5.11027 -3.04057 0.37379
P 1.41794 1.60358 3.17035
O 0.58481 -2.03134 -2.07267
N 0.45596 -2.99574 1.27692
N 2.07525 2.39021 -0.64948
N -4.16974 -1.15990 -1.60633
N 2.62913 -0.21151 -1.19095
N -5.44444 -0.24397 -0.13070
C 0.14630 -3.16292 2.56039
C -4.81699 4.91035 -1.88736
C -4.88205 -1.42076 -0.48876
C 3.69027 4.42934 6.08075
C 1.91333 3.97049 4.52729
C 2.78881 4.61211 -0.12636
C 1.52240 -2.55513 -2.74170
C 4.46320 -1.81699 2.49131
C 3.38585 -2.03354 3.33771
C -1.70979 1.95325 -1.97952
C 1.07912 -3.99929 0.66264
C -4.31304 0.16700 -1.96361
C -0.80271 0.09210 3.45510
C 3.93957 -2.96188 -3.04478
C -2.73638 2.95693 -1.97497
C 2.46848 -1.01711 3.57605
C 1.34333 -3.33954 -3.91951
C 3.49763 0.76831 -1.78399
C 1.84812 3.59408 -0.13302
C -1.96705 1.97305 -4.44500
C -3.28984 -2.08733 -2.29990
C 0.01485 1.11214 5.57933
C 0.45712 -4.31183 3.27600
C 1.12773 -5.34907 2.64434
C 0.10105 0.88251 4.20306
C 4.26386 3.11417 -1.25156
C 4.61139 -0.58271 1.87027
C 1.47339 -6.62074 3.36864
C 4.16511 3.13838 5.89756
C -3.36691 3.44807 -3.16058
C 2.37201 2.66551 4.33898
C 3.12357 -1.57597 -1.09431
C -6.27787 -0.06208 1.03429
C -4.39437 4.42505 -3.09077
C 2.90282 -2.39971 -2.33690
C -5.11098 0.74268 -1.04492
C -4.23667 4.43102 -0.69320
C 4.02610 4.36091 -0.70149
C 3.69212 -3.71720 -4.19217
C 3.25960 2.14728 -1.20104
C 1.44115 -5.17623 1.30085
C -1.36047 1.51960 -3.25059
C 3.68065 0.42021 2.08848
C -1.82970 -0.45110 4.25570
C 2.55627 4.84203 5.39341
C 3.50951 2.26480 5.03932
C -2.95769 2.91784 -4.40714
C -3.24413 3.49233 -0.75396
C 2.60767 0.22258 2.95947
C -1.96426 -0.22564 5.62371
C 2.39132 -3.90358 -4.62592
C -1.03532 0.55851 6.29885
H 1.71811 -0.22205 -1.63463
H -3.60039 -3.10336 -2.07153
H 2.55398 5.56751 0.32332
H 5.04909 2.80436 6.42868
H -7.24848 -0.53921 0.89155
H -4.84268 4.77510 -4.01574
H 3.77307 1.36598 1.56404
H 0.17926 -4.37864 4.32169
H 2.17534 5.84797 5.52560
H -1.12486 0.73559 7.36565
H -0.35515 -2.32497 3.03556
H -2.25459 -1.94657 -1.98666
H -5.79636 -0.51658 1.89787
H 5.17113 -2.61385 2.29548
H 5.43722 -0.41144 1.18894
H -5.41122 1.76908 -0.92513
H 4.18861 -1.54649 -0.84491
H 4.79585 5.12376 -0.71261
H 4.95786 -2.81594 -2.69856
H 1.95865 -5.94987 0.74533
H 5.21888 2.87485 -1.70481
H -2.79858 -0.66196 6.16799
H -3.43864 3.27066 -5.31427
H 3.40536 0.84737 -2.88096
H -5.60179 5.65658 -1.83686
H -2.58448 -1.08618 3.78770
H 1.55945 -6.45375 4.44271
H -3.35997 -1.89357 -3.36832
H 0.69821 -7.37446 3.21110
H 1.03451 4.30226 3.98415
H 1.28361 -3.85730 -0.39258
H 3.24243 -3.00324 3.79996
H 3.88483 1.25681 4.91189
H -4.57738 4.79556 0.26711
H 2.41455 -7.03593 3.00589
H 4.20177 5.11042 6.75067
H 0.86501 3.73920 0.30278
H 2.61800 -2.04180 -0.24605
H 4.53828 0.48885 -1.59192
H -0.59806 0.74625 -3.36523
H -1.65443 1.55917 -5.40054
H 0.75525 1.71875 6.09270
H -6.40450 1.00614 1.19815
H 1.61987 -1.18719 4.22750
H -3.78800 0.58375 -2.80452
H 2.18708 -4.48818 -5.51349

Atomic partial charges in e from the Mulliken method, atoms 1 to 6:
1. Cs 1.622
2. I -0.059
3. I -0.025
4. Br -0.159
5. Se -0.387
6. P 0.483


Among the records above, which one has the highest net charge?
C52H45ClIrN6O2P


Which of these has the lowest net charge?
C52H46BrCsI2N5OPSe


What is the relative energy (zero: lowest compared OMol25 entry of this formula, charge and spin) in the second record?
0.000 eV